(1)
DFT (wB97M-V/def2-TZVPD) results for C4H10OSi in the gas phase at a distorted geometry.

The geometry in ORCA input format:
```
! RIJCOSX wB97M-V def2-TZVPD def2/J DEFGRID3
* xyz 0 1
C 2.3979 -0.6765 -0.3981
C 1.6342 0.3242 -0.7432
Si -0.5818 0.3457 -0.3464
C -0.8815 1.5895 1.0089
C -0.6883 -1.4359 0.2174
O -1.9922 0.6739 -1.1860
H 3.4831 -0.5168 -0.2941
H 1.8310 -1.5862 -0.3994
H 2.0298 1.3830 -0.8748
H -0.6914 0.9775 1.9011
H -0.3529 2.4953 1.2101
H -2.0170 1.8970 0.8586
H -1.3879 -1.5715 0.9441
H -0.8160 -2.2095 -0.6414
H 0.2540 -1.8262 0.6908
H -2.2210 0.1365 -1.9476
*
```

Properties
Structure (SMILES)   C=C[Si](C)(C)O
HOMO   -9.26 eV
Relative energy (zero: lowest compared OMol25 entry of this formula, charge and spin)   1.2003 eV
Gap between HOMO and LUMO   9.87 eV

Atom charges from the Mulliken analysis, given in e for atoms 1 to 6: C -0.5156; C -0.4164; Si 0.6977; C -0.9712; C -1.1778; O -0.5395

=====

(2)
DFT (wB97M-V/def2-TZVPD) results for a molecular structure, C22H26N5OSSr.

The geometry in ORCA input format:
```
! RIJCOSX wB97M-V def2-TZVPD def2/J DEFGRID3
* xyz 1 1
Sr 0.6018 0.8852 -0.0406
C 1.3105 1.7884 3.1199
C 0.4040 0.6190 3.3750
C 0.0704 0.1721 4.6502
C -0.7491 -0.9367 4.7724
C -1.2241 -1.5806 3.6392
C -0.8591 -1.0770 2.3934
N -0.0749 -0.0063 2.2980
C -1.3330 -1.7226 1.1034
C -2.1838 -2.8235 1.1218
C -2.5836 -3.3710 -0.0854
C -2.1462 -2.8209 -1.2765
C -1.2976 -1.7174 -1.2321
N -0.9138 -1.2099 -0.0568
C -0.7985 -1.0625 -2.5071
C -1.1595 -1.5414 -3.7617
C -0.6727 -0.8822 -4.8810
C 0.1490 0.2208 -4.7354
C 0.4728 0.6462 -3.4510
C 1.3570 1.8266 -3.1704
N -0.0056 -0.0005 -2.3877
H 1.6684 2.2201 4.0522
H 0.7929 2.5804 2.5699
H 2.1736 1.4716 2.5266
H 0.4617 0.6808 5.5200
H -1.0123 -1.3103 5.7532
H -1.8462 -2.4558 3.7405
H -2.5288 -3.2592 2.0462
H -3.2381 -4.2323 -0.0973
H -2.4639 -3.2523 -2.2122
H -1.7974 -2.4020 -3.8841
H -0.9373 -1.2340 -5.8691
H 0.5394 0.7484 -5.5939
H 1.7447 2.2542 -4.0926
H 2.2045 1.5330 -2.5445
H 0.7999 2.6193 -2.6620
C -4.1248 0.2838 -0.2571
N -3.6740 0.8586 0.9883
C -4.3893 0.6092 2.2382
C -3.5882 1.4270 3.2658
N -2.7629 2.2560 2.3982
C -2.8307 1.8876 1.1101
S -1.9270 2.6047 -0.1327
H -4.2349 -0.7942 -0.1328
H -3.3834 0.4915 -1.0249
H -5.0842 0.7099 -0.5597
H -4.3975 -0.4573 2.4652
H -5.4238 0.9529 2.1531
H -2.9657 0.7906 3.8977
H -4.2337 2.0325 3.8994
H -2.1928 3.0346 2.6772
C 4.0581 0.1484 0.0450
O 2.7134 0.4712 0.0414
H 4.7053 1.0368 0.1026
H 4.3572 -0.3982 -0.8624
H 4.3291 -0.4954 0.8957
*
```

Properties
HOMO   -10.48 eV
Relative energy (zero: lowest compared OMol25 entry of this formula, charge and spin)   0.6301 eV
Gap between HOMO and LUMO   7.31 eV

Atom charges from the Mulliken analysis, given in e for atoms 1 to 6: Sr 2.2452; C -1.4806; C 0.5857; C -0.8217; C -0.8692; C -0.5999

=====

(3)
DFT (wB97M-V/def2-TZVPD) results for a molecular structure, C36H40N5NiO4STe at a distorted geometry.

The geometry in ORCA input format:
```
! RIJCOSX wB97M-V def2-TZVPD def2/J DEFGRID3
* xyz 0 2
Ni -0.6743 2.4583 -0.7248
N -2.5657 3.4145 0.0073
C -3.6334 2.4743 -0.0291
C -4.7006 2.4818 0.8163
C -5.7046 1.4864 0.7019
C -5.6326 0.5236 -0.2603
C -4.5231 0.4899 -1.1461
C -4.3527 -0.4925 -2.1514
C -3.2369 -0.4689 -2.9331
C -2.2666 0.5298 -2.7008
N -2.3886 1.4578 -1.7881
C -3.5191 1.4591 -1.0208
H -2.6137 4.0036 -0.8281
H -2.5833 4.0613 0.7946
H -4.7832 3.2519 1.5707
H -6.5444 1.5090 1.3826
H -6.4030 -0.2295 -0.3519
H -5.1037 -1.2627 -2.2759
H -3.0617 -1.2137 -3.6958
H -1.3568 0.5441 -3.2875
O 2.4048 3.4533 0.3546
C 1.5877 4.3548 0.4336
N 0.2551 4.2219 0.1609
S -0.5206 5.6372 0.1777
O -1.0370 5.9326 -1.1399
O -1.4786 5.6996 1.2598
C 0.8696 6.6176 0.5918
C 0.9366 7.9809 0.8037
C 2.1663 8.4891 1.2019
C 3.2677 7.6528 1.3817
C 3.1728 6.2851 1.1584
C 1.9484 5.7804 0.7614
H 0.0775 8.6202 0.6649
H 2.2684 9.5515 1.3766
H 4.2077 8.0812 1.6999
H 4.0156 5.6219 1.2852
N 0.9420 2.4926 -2.0355
H 1.1678 1.5741 -2.3940
H 1.6814 2.7350 -1.3699
H 0.9630 3.1671 -2.7925
C 0.2350 1.7434 2.1991
C 0.0533 0.6105 1.2137
O 0.2151 -0.5476 1.7924
N -0.2225 0.7376 -0.0238
Te -0.3898 -1.7784 -0.2183
C -0.6072 -3.7834 0.5102
C -1.2223 -4.0160 1.7384
C -1.5532 -2.9377 2.7376
C -1.5170 -5.3307 2.1056
C -1.2106 -6.4046 1.2905
C -1.5405 -7.8146 1.6953
C -0.5906 -6.1431 0.0717
C -0.2867 -4.8527 -0.3350
C 0.3905 -4.6547 -1.6666
C 1.6983 -1.9478 -0.5397
C 2.5627 -2.4005 0.4653
C 2.1335 -2.7833 1.8546
C 3.9189 -2.5124 0.1632
C 4.4391 -2.2059 -1.0834
C 5.9095 -2.3263 -1.3709
C 3.5564 -1.7799 -2.0622
C 2.1963 -1.6488 -1.8105
C 1.3195 -1.2583 -2.9665
H -0.1379 1.4337 3.1699
H -0.2685 2.6685 1.8927
H 1.3010 1.9578 2.2875
H -1.3612 -1.9257 2.3844
H -0.9503 -3.0711 3.6377
H -2.5999 -3.0013 3.0368
H -1.9933 -5.5105 3.0631
H -1.9389 -7.8488 2.7079
H -0.6573 -8.4528 1.6580
H -2.2845 -8.2528 1.0284
H -0.3355 -6.9695 -0.5825
H 0.4023 -5.5885 -2.2256
H 1.4215 -4.3147 -1.5465
H -0.1212 -3.9037 -2.2743
H 1.5237 -2.0026 2.3130
H 3.0136 -2.9515 2.4719
H 1.5515 -3.7037 1.8436
H 4.5889 -2.8508 0.9440
H 6.4471 -2.7380 -0.5182
H 6.3436 -1.3523 -1.6012
H 6.0928 -2.9748 -2.2288
H 3.9303 -1.5397 -3.0515
H 1.8641 -0.6050 -3.6499
H 0.4146 -0.7532 -2.6436
H 1.0179 -2.1404 -3.5378
*
```

Properties
<S²>   0.7999
HOMO (alpha / beta)   -6.24 / -5.62 eV
Relative energy (zero: lowest compared OMol25 entry of this formula, charge and spin)   1.4598 eV
Gap between HOMO and LUMO (alpha / beta)   5.17 / 4.56 eV

Atom charges from the Mulliken analysis, given in e for atoms 1 to 6: Ni 0.2449; N -0.1839; C -0.3702; C -0.6377; C -0.6884; C -1.0068

=====

(4)
DFT (wB97M-V/def2-TZVPD) results for a molecular structure, C5H7ErO3 at a distorted geometry.

The geometry in ORCA input format:
```
! RIJCOSX wB97M-V def2-TZVPD def2/J DEFGRID3
* xyz 3 5
O 0.9578 -0.2088 0.9237
C 2.2489 -0.1043 0.4295
O 2.5574 -0.6461 -0.6478
Er 5.0311 0.2488 -0.4347
O 3.0193 0.6191 1.0818
C 0.0627 -0.9134 0.2853
H 0.3707 -1.4222 -0.6328
H -1.7826 -1.8637 0.7174
C -1.3096 -0.8785 0.7575
H -1.4452 -0.3277 1.6925
C -1.6534 -0.0302 -0.4769
C -1.3628 1.4012 -0.5155
H -2.5388 -0.4154 -0.9901
H -1.2245 1.8276 0.4875
H -0.9063 0.6741 -1.5682
H -2.0249 2.0395 -1.1092
*
```

Properties
<S²>   6.0020
HOMO (alpha / beta)   -18.42 / -22.81 eV
Relative energy (zero: lowest compared OMol25 entry of this formula, charge and spin)   2.0687 eV
Gap between HOMO and LUMO (alpha / beta)   3.96 / 8.35 eV

Atom charges from the Mulliken analysis, given in e for atoms 1 to 6: O -0.0923; C 1.0663; O -0.4223; Er 1.0454; O -0.4679; C 0.0701

=====

(5)
DFT (wB97M-V/def2-TZVPD) results for C4H6N2 in the gas phase at a distorted geometry.

The geometry in ORCA input format:
```
! RIJCOSX wB97M-V def2-TZVPD def2/J DEFGRID3
* xyz 0 1
N -1.8725 0.4398 -0.6340
C -0.6026 0.0384 -0.2011
C -0.1689 -1.1076 0.4234
C 1.2767 -0.9052 0.7083
C 1.5823 0.3434 0.2276
N 0.4618 0.9042 -0.3040
H -2.2399 0.1388 -1.5193
H -2.5416 0.7576 0.0442
H -0.9584 -1.8461 0.6496
H 2.1203 -1.4488 1.1657
H 2.5164 0.8983 0.2186
H 0.4264 1.7872 -0.7790
*
```

Properties
Structure (SMILES)   Nc1ccc[nH]1
HOMO   -8.24 eV
Relative energy (zero: lowest compared OMol25 entry of this formula, charge and spin)   0.6882 eV
Gap between HOMO and LUMO   9.32 eV

Atom charges from the Mulliken analysis, given in e for atoms 1 to 6: N -0.4270; C 0.0366; C -0.4895; C -0.4959; C -0.2767; N -0.0285

=====

(6)
DFT (wB97M-V/def2-TZVPD) results for a molecular structure, C2H4CuLiO2 at a distorted geometry.

The geometry in ORCA input format:
```
! RIJCOSX wB97M-V def2-TZVPD def2/J DEFGRID3
* xyz 2 3
O -1.6744 0.0729 2.1491
C 0.6370 -0.7647 -0.5180
C 1.1033 0.5010 -1.0893
O -0.1524 0.5052 -0.3797
Cu -0.7278 1.2432 1.1670
Li -3.4010 -0.6215 2.2490
H 0.1714 -1.4990 -1.1757
H 1.1815 -1.1667 0.3374
H 0.9574 0.6862 -2.1538
H 1.9050 1.0432 -0.5859
*
```

Properties
<S²>   2.0095
HOMO (alpha / beta)   -21.03 / -20.88 eV
Relative energy (zero: lowest compared OMol25 entry of this formula, charge and spin)   0.0000 eV
Gap between HOMO and LUMO (alpha / beta)   11.30 / 8.17 eV

Atom charges from the Mulliken analysis, given in e for atoms 1 to 6: O -0.3527; C -0.1548; C -0.2135; O -0.4365; Cu 1.0949; Li 0.9636